(1)
DFT (ωB97M-V with the def2-TZVPD basis set) results for a molecular structure, C28H26AuClFN5O5S.

Results
Kohn-Sham gap (Ha): 0.169
Energy relative to the best compared isomer or geometry (same formula, charge and spin) (kJ/mol): 228.8
E_HOMO (eV): -6.3

XYZ file:
```
68
Properties=species:S:1:pos:R:3:forces:R:3:lowdin_charge:R:1
Au 0.089 3.147 0.241 -0.20 0.63 0.37 0.654
Cl -0.411 1.073 8.791 0.00 -0.01 0.00 0.628
S -0.933 5.579 -0.272 0.20 -0.38 0.04 0.615
F -3.655 -0.950 -1.111 -0.03 0.02 -0.02 0.056
O -0.460 1.189 2.088 0.00 -0.07 -0.02 -0.057
O 0.284 3.253 2.516 -0.06 -0.22 -0.29 -0.109
O 3.581 2.667 -2.960 -0.11 0.11 0.12 -0.010
O 2.579 3.128 -0.984 -0.05 0.24 -0.17 -0.055
O -0.141 2.409 -2.029 0.14 0.06 -0.06 -0.046
N -2.637 -5.691 -0.020 0.05 0.04 0.00 0.040
N 0.836 7.511 -0.754 -0.06 0.12 -0.10 0.061
N 1.262 5.446 -1.747 0.04 -0.07 0.16 0.073
N -2.377 -3.490 -1.075 -0.04 0.01 -0.12 -0.118
N 1.773 -1.192 -2.039 -0.08 -0.04 0.00 -0.005
C 0.462 6.227 -0.960 -0.06 0.11 0.01 -0.822
C 2.427 5.851 -2.268 0.16 0.03 -0.04 -0.037
C -1.693 -2.265 -1.351 0.06 -0.02 0.07 -0.151
C -0.246 0.077 -1.783 -0.13 -0.04 -0.01 -0.044
C -1.615 0.136 -1.530 0.08 -0.06 0.01 0.098
C 2.479 -2.442 -2.114 0.01 0.02 0.03 -0.270
C 2.781 2.470 -2.033 0.10 -0.32 -0.02 -0.676
C -0.137 2.670 6.623 0.01 0.00 -0.03 -0.104
C 1.905 1.217 -2.094 0.19 -0.03 -0.19 -0.040
C 1.950 7.936 -1.303 0.03 0.02 0.00 -0.128
C 3.803 -2.561 -1.425 -0.02 -0.01 -0.02 -0.084
C 0.484 1.337 -1.970 -0.22 0.06 0.14 -0.332
C -3.920 -4.925 0.103 0.02 -0.04 0.01 -0.071
C 2.806 7.153 -2.090 -0.04 -0.12 0.01 -0.041
C -0.121 2.106 2.859 0.02 -0.10 0.10 -0.668
C -0.065 2.899 5.257 0.03 0.03 0.00 -0.013
C -2.279 -5.868 -1.469 -0.03 -0.01 0.05 -0.074
C -0.437 0.310 6.195 0.00 0.02 -0.02 -0.116
C 2.609 -3.278 -0.869 0.01 0.00 -0.01 -0.107
C -2.435 -4.485 -2.132 -0.04 -0.01 -0.02 -0.123
C 2.457 -0.009 -2.188 0.07 0.12 0.09 0.042
C -0.335 -2.328 -1.609 0.04 0.05 0.06 0.055
C -0.321 1.375 7.074 -0.01 -0.03 0.05 -0.675
C -0.375 0.560 4.833 -0.03 0.06 -0.05 -0.029
C -3.620 -3.472 -0.319 0.00 0.01 0.08 -0.133
C -2.318 -1.017 -1.329 0.02 -0.02 -0.04 -0.188
C 0.409 -1.161 -1.824 0.02 -0.01 0.00 -0.115
C -0.188 1.852 4.353 -0.01 -0.05 -0.04 -0.133
H -1.255 -6.236 -1.498 0.01 0.02 -0.03 0.133
H 0.162 -3.287 -1.586 -0.02 -0.01 -0.01 0.107
H 2.174 -2.870 0.034 -0.01 0.00 0.00 0.115
H -3.382 -4.428 -2.685 0.01 -0.02 0.00 0.136
H -1.630 -4.326 -2.844 0.01 0.02 0.01 0.131
H -3.491 -2.840 0.558 0.00 0.01 -0.02 0.143
H -0.046 3.481 7.332 0.00 0.00 0.00 0.102
H -1.905 -5.093 0.377 0.01 -0.01 0.04 0.183
H -0.474 -0.240 4.112 0.00 -0.01 0.00 0.107
H 3.730 7.535 -2.492 0.01 -0.01 0.00 0.100
H 4.570 -3.133 -1.924 0.00 0.00 0.00 0.107
H 3.521 -0.110 -2.355 -0.01 -0.01 -0.02 0.145
H 2.214 8.969 -1.093 -0.04 -0.01 -0.02 0.109
H -4.276 -5.000 1.127 0.00 0.03 0.00 0.136
H 0.092 3.897 4.871 0.00 0.00 -0.01 0.118
H 1.032 4.454 -1.775 0.05 -0.05 -0.10 0.080
H 2.364 -2.966 -3.057 -0.01 -0.01 0.00 0.151
H 2.555 -4.354 -0.973 0.00 0.00 0.01 0.097
H -2.659 -6.577 0.479 -0.04 -0.03 -0.03 0.183
H -4.473 -3.092 -0.886 0.00 -0.01 0.00 0.129
H 3.013 5.093 -2.777 -0.07 0.00 0.03 0.122
H 4.157 -1.702 -0.872 0.01 0.00 -0.01 0.112
H -4.634 -5.415 -0.557 -0.02 0.01 0.02 0.133
H -2.097 1.105 -1.491 -0.01 0.00 0.00 0.146
H -2.948 -6.619 -1.884 0.01 0.00 -0.01 0.132
H -0.574 -0.692 6.577 0.00 0.01 0.01 0.095
```
Forces are in eV/Å.

(2)
DFT (ωB97M-V with the def2-TZVPD basis set) results for a single C9H9NO molecule at a distorted geometry.

Results
Kohn-Sham gap (Ha): 0.333
Energy relative to the best compared isomer or geometry (same formula, charge and spin) (kJ/mol): 387.6
E_HOMO (eV): -8.4

XYZ file:
```
20
Properties=species:S:1:pos:R:3:forces:R:3:lowdin_charge:R:1
O -0.737 2.403 -0.979 -1.22 0.77 -0.63 0.092
N -1.320 0.429 -2.102 -1.40 4.10 0.14 0.207
C 0.395 0.346 -0.204 -1.16 -0.65 -0.41 -0.325
C -0.711 -0.328 2.096 -0.38 -1.22 -1.99 -0.080
C -0.305 -1.993 0.353 1.53 1.71 -0.71 -0.056
C 0.163 0.582 1.332 -1.26 3.33 -0.56 -0.125
C 1.696 0.878 -0.567 2.81 1.92 -1.25 -0.103
C 2.750 1.406 -0.930 -3.57 -1.64 1.08 0.152
C 0.403 -1.149 -0.488 -1.98 -1.31 2.60 -0.051
C -0.732 1.234 -1.200 3.00 -2.42 2.25 -0.423
C -0.993 -1.518 1.560 0.94 0.85 -0.65 -0.099
H 3.516 1.984 -1.347 0.74 0.21 -0.12 0.013
H -0.182 -3.065 0.351 -0.07 -0.21 -0.72 0.095
H 1.040 -1.567 -1.227 0.42 -0.12 -0.71 0.096
H -1.074 -0.474 -2.216 1.01 -3.37 0.00 0.044
H -1.590 -2.203 2.068 -1.02 -1.05 0.78 0.076
H -1.158 -0.063 3.013 -0.19 0.56 0.95 0.095
H -1.982 0.810 -2.752 -0.08 0.21 -0.15 0.119
H -0.289 1.670 1.415 1.05 -1.89 -0.14 0.162
H 1.111 0.617 1.825 0.84 0.20 0.26 0.110
```
Forces are in eV/Å.

Question: E_HOMO of number 1 (C28H26AuClFN5O5S)?
Answer: -6.3 eV

Question: Number 1 is which compound?
Answer: C28H26AuClFN5O5S